No. 1
{"formula": "C4H7ClN3", "method": "wB97M-V/def2-TZVPD", "elements": ["N", "N", "C", "N", "C", "C", "C", "Cl", "H", "H", "H", "H", "H", "H", "H"], "positions_angstrom": [[2.5708, -1.3026, -0.0349], [1.5125, -0.4896, -0.6602], [0.9564, 0.1806, 0.2498], [0.3359, 1.3326, 0.0128], [-0.8398, 1.7690, -0.0212], [-2.0418, 0.9722, 0.1573], [-2.3397, -0.2555, -0.3281], [-3.8839, -0.9711, 0.0093], [3.4377, -1.2356, -0.6279], [2.3092, -2.3414, -0.3646], [2.5423, -1.2874, 1.0092], [1.0609, -0.1255, 1.2851], [-1.0976, 2.8370, -0.2367], [-2.8173, 1.5735, 0.6624], [-1.7056, -0.6564, -1.1123]], "lowdin_charge": [0.122, 0.045, -0.255, 0.130, -0.102, -0.159, -0.521, 0.668, 0.190, 0.223, 0.165, 0.144, 0.152, 0.118, 0.081], "max_force_ev_per_a": 5.3, "charge": 1, "mol_weight_g_mol": 132.574}


No. 2
{"formula": "C2H6NO3S", "method": "wB97M-V/def2-TZVPD", "elements": ["C", "C", "N", "O", "O", "O", "S", "H", "H", "H", "H", "H", "H"], "positions_angstrom": [[1.0326, -0.5387, 0.1605], [-0.4588, 1.2106, 0.2923], [-1.9983, -1.2197, -1.0473], [-2.5457, -0.5599, 1.3300], [-3.3292, 0.9385, -0.3888], [0.7438, 0.8050, -0.3168], [-2.2751, -0.0479, -0.0685], [1.9588, -0.9401, -0.1957], [0.2981, -1.1633, -0.2219], [0.8201, -0.6823, 1.1598], [-0.3646, 1.1698, 1.4563], [-0.5331, 2.2812, -0.1017], [-1.6333, -0.6935, -1.8351]], "lowdin_spin": [0.011, 0.621, 0.381, 0.131, 0.176, 0.187, 0.376, -0.001, 0.000, 0.005, 0.058, 0.041, 0.014], "max_force_ev_per_a": 7.6, "charge": -1, "spin_multiplicity": 3, "s_squared": 2.009, "mol_weight_g_mol": 124.141}


No. 3
{"formula": "C6H12O", "method": "wB97M-V/def2-TZVPD", "elements": ["C", "C", "C", "C", "C", "C", "O", "H", "H", "H", "H", "H", "H", "H", "H", "H", "H", "H", "H"], "positions_angstrom": [[2.1890, -0.1316, -0.3906], [1.0382, 0.1696, 0.5689], [-0.3679, -0.1788, 0.0648], [-0.4871, -1.0433, -1.1790], [-1.4166, -0.3484, 1.1421], [-1.4821, 0.8329, 0.2377], [-1.2515, 2.0811, 0.8200], [2.0981, 0.4096, -1.3379], [2.2528, -1.2000, -0.6220], [3.1384, 0.1546, 0.0730], [1.0612, 1.2299, 0.8493], [1.2225, -0.3872, 1.4960], [-0.2900, -0.4631, -2.0889], [0.2097, -1.8866, -1.1693], [-1.4960, -1.4591, -1.2692], [-1.0884, -0.1358, 2.1573], [-2.1579, -1.1383, 1.0531], [-2.2579, 0.8311, -0.5323], [-0.9144, 2.6634, 0.1269]], "lowdin_charge": [-0.112, -0.187, -0.420, -0.045, -0.043, -0.327, -0.013, 0.076, 0.066, 0.071, 0.108, 0.113, 0.085, 0.075, 0.082, 0.117, 0.106, 0.147, 0.101], "max_force_ev_per_a": 0.3, "charge": 0, "mol_weight_g_mol": 100.161}


No. 4
{"formula": "C4H12", "method": "wB97M-V/def2-TZVPD", "elements": ["C", "C", "H", "H", "H", "H", "H", "H", "C", "C", "H", "H", "H", "H", "H", "H"], "positions_angstrom": [[-1.3218, -0.3398, -1.5359], [-2.5945, -0.0688, -0.7372], [-0.4002, -0.1783, -0.9965], [-1.4021, -1.3423, -1.9355], [-1.3177, 0.3705, -2.3688], [-3.3552, 0.5905, -1.1593], [-2.3506, 0.3468, 0.2451], [-3.2078, -0.9638, -0.5801], [2.3641, 0.8041, 1.3371], [1.5597, -0.4433, 0.8978], [1.8026, 1.7359, 1.4267], [2.8997, 0.6557, 2.2729], [3.1374, 1.0555, 0.6029], [0.5111, -0.3081, 1.1502], [1.9748, -1.2303, 1.5274], [1.7005, -0.6841, -0.1467]], "lowdin_charge": [-0.153, -0.176, 0.024, 0.061, 0.065, 0.057, 0.057, 0.059, -0.169, -0.159, 0.056, 0.055, 0.058, 0.052, 0.060, 0.053], "max_force_ev_per_a": 1.6, "charge": 0, "mol_weight_g_mol": 60.140}


No. 5
{"formula": "C10H22F2O8S2Tl", "method": "wB97M-V/def2-TZVPD", "elements": ["Tl", "F", "F", "O", "C", "O", "C", "C", "C", "H", "H", "H", "H", "H", "H", "O", "S", "O", "O", "C", "C", "C", "H", "H", "H", "H", "H", "H", "H", "H", "O", "S", "O", "O", "C", "C", "C", "H", "H", "H", "H", "H", "H", "H", "H"], "positions_angstrom": [[-22.0702, 11.0431, -5.7587], [-21.4918, 11.7989, -3.1148], [-23.9026, 10.1183, -7.5011], [-24.0107, 9.9157, -3.9307], [-24.1245, 9.3919, -2.8431], [-24.6073, 8.1609, -2.7399], [-24.6870, 7.7761, -1.3501], [-23.6424, 8.6399, -0.6541], [-23.7473, 9.9222, -1.4716], [-24.5094, 6.7051, -1.3009], [-25.6776, 7.9719, -0.9359], [-22.6589, 8.2192, -0.8554], [-23.8050, 8.7528, 0.4138], [-22.8462, 10.5301, -1.4883], [-24.5963, 10.5168, -1.1199], [-20.3410, 9.3414, -4.3413], [-19.8312, 9.0730, -3.0142], [-20.7059, 8.9325, -1.9017], [-18.8846, 7.8016, -3.0744], [-18.0203, 7.6379, -4.2308], [-17.2571, 6.3546, -3.9993], [-18.6205, 10.3071, -2.6046], [-17.3509, 8.4874, -4.3714], [-18.6225, 7.5637, -5.1360], [-16.5077, 6.4855, -3.2226], [-16.9488, 5.8349, -4.9032], [-17.9673, 5.6262, -3.5936], [-17.8535, 10.3156, -3.3745], [-18.1852, 10.0694, -1.6369], [-19.1030, 11.2804, -2.5349], [-25.7885, 12.2302, -2.5792], [-24.8939, 13.0873, -3.2987], [-24.1282, 12.5650, -4.4003], [-25.6585, 14.3470, -3.8934], [-27.0710, 14.5027, -3.6544], [-27.2785, 15.2442, -2.3406], [-23.7532, 13.8911, -2.1428], [-27.6209, 13.5656, -3.7223], [-27.3800, 15.1120, -4.5034], [-28.3197, 15.4840, -2.1344], [-26.6874, 16.1552, -2.4199], [-26.9475, 14.5851, -1.5365], [-23.1300, 13.1368, -1.6739], [-24.3360, 14.5809, -1.5420], [-23.1212, 14.4505, -2.8336]], "lowdin_charge": [1.471, -0.374, -0.370, 0.090, -0.415, 0.093, -0.109, -0.124, -0.060, 0.137, 0.137, 0.098, 0.131, 0.106, 0.131, -0.401, 0.594, -0.240, -0.236, -0.249, -0.053, -0.100, 0.114, 0.119, 0.087, 0.089, 0.088, 0.066, 0.087, 0.065, -0.260, 0.600, -0.380, -0.245, -0.243, -0.057, -0.079, 0.120, 0.128, 0.087, 0.087, 0.073, 0.055, 0.070, 0.075], "max_force_ev_per_a": 3.1, "charge": 1, "mol_weight_g_mol": 576.791}


No. 6
{"formula": "C4H8O2", "method": "wB97M-V/def2-TZVPD", "elements": ["O", "C", "C", "C", "O", "C", "H", "H", "H", "H", "H", "H", "H", "H"], "positions_angstrom": [[2.2000, 0.9500, 0.3773], [1.2849, -0.1082, 0.1539], [-0.1929, 0.3227, 0.3175], [-1.1983, 0.7083, -0.8035], [-2.1369, -0.2958, -0.3622], [-1.1017, -0.9305, 0.3977], [3.0768, 0.6427, 0.1068], [1.4873, -0.9181, 0.8849], [1.4349, -0.5691, -0.8354], [-0.2759, 1.0287, 1.1524], [-1.6453, 1.7006, -0.6929], [-0.8683, 0.5678, -1.8486], [-1.4245, -1.3663, 1.3560], [-0.6401, -1.7328, -0.2038]], "lowdin_charge": [-0.068, -0.245, -0.212, -0.140, -0.118, -0.174, 0.088, 0.123, 0.121, 0.145, 0.114, 0.123, 0.124, 0.118], "max_force_ev_per_a": 1.0, "charge": 0, "mol_weight_g_mol": 88.106}


Short version: energy above the lowest of the compared OMol25 structures with the same formula, charge and spin = 2.807 3.063 1.256 0.431 0.000 2.363 eV, in the order given.